one) Here is a single C6H8O2 molecule from the OMol25 dataset. Energies are from ωB97M-V/def2-TZVPD.

The calculation puts the molar mass at 112.1 g mol⁻¹. The total charge is 0. For the HOMO-LUMO gap, the calculation gives 8.98 eV. The value obtained for the HOMO energy is -8.1 eV. As for the SMILES: Cc1occc1CO.

CARTESIAN COORDINATES (ANGSTROEM)
O: -2.095 -0.219 -0.092
O: 2.065 0.088 -0.892
C: -2.271 1.046 -0.025
C: -0.048 0.715 0.156
C: -0.326 -1.864 -0.051
C: 1.432 0.813 0.166
C: -0.789 -0.482 -0.017
C: -1.041 1.704 0.058
H: 1.637 0.291 -1.732
H: -1.033 -2.536 -0.698
H: -0.216 -2.203 0.967
H: -0.954 2.724 0.169
H: 0.790 -1.708 -0.415
H: 1.666 1.884 -0.147
H: 1.768 0.536 1.132
H: -3.260 1.474 -0.250

---

two) Here is a single C6H8O2 molecule from the OMol25 dataset. Energies are from ωB97M-V/def2-TZVPD.

The calculation puts the molar mass at 112.1 g mol⁻¹. The total charge is 0. For the HOMO-LUMO gap, the calculation gives 9.61 eV. The value obtained for the HOMO energy is -8.7 eV. As for the SMILES: O[C@]12C[C@@H]1O[C@H]1C[C@H]12.

CARTESIAN COORDINATES (ANGSTROEM)
O: -0.392 -1.753 -0.350
O: -1.174 -0.058 1.196
C: -0.103 0.313 -0.987
C: 1.463 -1.101 1.026
C: -0.336 1.788 -0.572
C: 0.267 -0.216 1.229
C: 0.538 -0.753 -0.173
C: -1.338 0.675 -0.106
H: -0.862 2.393 -1.293
H: 1.301 -2.166 1.109
H: 0.350 2.324 0.042
H: -0.356 0.075 -1.968
H: 0.002 -2.353 -1.041
H: -2.365 0.676 -0.545
H: 2.407 -0.636 1.129
H: 0.600 0.792 1.305

---

three) Here is a single C6H8O2 molecule from the OMol25 dataset. Energies are from ωB97M-V/def2-TZVPD.

The calculation puts the molar mass at 112.1 g mol⁻¹. The total charge is 0. For the HOMO-LUMO gap, the calculation gives 9.71 eV. The value obtained for the HOMO energy is -8.8 eV. As for the SMILES: O=C1[C@@H](O)CC12CC2.

CARTESIAN COORDINATES (ANGSTROEM)
O: 0.837 -2.243 0.063
O: 2.623 0.462 -0.507
C: -1.514 -0.336 -0.934
C: -0.507 -0.175 0.110
C: 1.653 0.322 0.493
C: -1.918 -0.337 0.450
C: 0.387 1.083 0.229
C: 0.604 -1.079 0.201
H: -2.350 0.363 1.011
H: -2.096 -1.342 0.794
H: 0.447 1.606 -0.727
H: -1.814 0.678 -1.398
H: 0.096 1.975 0.881
H: -1.529 -1.227 -1.590
H: 3.163 -0.326 -0.681
H: 1.918 0.575 1.605

---

four) Here is a single C6H8O2 molecule from the OMol25 dataset. Energies are from ωB97M-V/def2-TZVPD.

The calculation puts the molar mass at 112.1 g mol⁻¹. The total charge is 0. For the HOMO-LUMO gap, the calculation gives 9.18 eV. The value obtained for the HOMO energy is -8.3 eV. As for the SMILES: C=C1C=CCOCO1.

CARTESIAN COORDINATES (ANGSTROEM)
O: 0.024 1.433 -0.005
O: 1.474 -0.554 0.074
C: 1.416 0.774 -0.030
C: -0.918 0.554 -0.494
C: -0.548 -1.433 0.866
C: -1.600 0.828 -1.681
C: 0.956 -1.054 1.233
C: -1.183 -0.655 0.031
H: -2.231 -1.012 -0.165
H: -0.987 -2.395 1.053
H: -2.333 0.285 -2.166
H: 2.078 1.532 0.665
H: 1.790 1.052 -0.988
H: -1.361 1.749 -1.975
H: 0.831 -0.425 2.063
H: 1.493 -1.901 1.412

---

Computed energies relative to the best structure, in eV: one) 0.000; two) 4.345; three) 1.446; four) 2.191

---

one) Here is a single C6H8O2 molecule from the OMol25 dataset. Energies are from ωB97M-V/def2-TZVPD.

The calculation puts the molar mass at 112.1 g mol⁻¹. The total charge is 0. For the HOMO-LUMO gap, the calculation gives 8.90 eV. The value obtained for the HOMO energy is -8.1 eV. As for the SMILES: C[C@]12C[C@@H]1OC=CO2.

CARTESIAN COORDINATES (ANGSTROEM)
O: -0.740 1.547 0.303
O: -0.460 -1.241 -0.800
C: -1.650 -0.736 -0.494
C: 0.289 1.028 -0.435
C: -1.747 0.539 0.159
C: 1.713 0.409 -0.785
C: 0.752 -0.671 1.237
C: 0.580 -0.355 -0.193
H: 1.507 0.063 1.622
H: 2.671 0.290 -0.233
H: -2.773 0.929 0.267
H: -2.487 -1.312 -0.680
H: -0.293 -0.345 1.832
H: -0.064 1.250 -1.510
H: 1.789 0.549 -1.902
H: 0.913 -1.943 1.612

---

two) Here is a single C6H8O2 molecule from the OMol25 dataset. Energies are from ωB97M-V/def2-TZVPD.

The calculation puts the molar mass at 112.1 g mol⁻¹. The total charge is 0. For the HOMO-LUMO gap, the calculation gives 10.44 eV. The value obtained for the HOMO energy is -9.5 eV. As for the SMILES: O[C@@H]1[C@H]2C[C@@H]1[C@H]1O[C@@H]21.

CARTESIAN COORDINATES (ANGSTROEM)
O: -0.919 1.755 0.012
O: -2.339 -0.618 0.061
C: 0.199 -0.452 -0.971
C: 1.276 -0.740 0.030
C: 0.235 1.201 0.657
C: 0.193 1.095 -0.785
C: 0.376 -0.211 1.083
C: -0.846 -0.809 0.191
H: 0.371 -0.269 2.165
H: 0.626 1.645 -1.586
H: 0.609 2.008 1.274
H: 0.019 -0.823 -1.875
H: -0.821 -1.834 0.007
H: 1.486 -1.846 0.260
H: -2.828 0.362 -0.110
H: 2.363 -0.464 -0.413

---

three) Here is a molecular structure, C6H8O2 from the OMol25 dataset. Energies are from ωB97M-V/def2-TZVPD.

The calculation puts the molar mass at 112.1 g mol⁻¹. The total charge is 0. For the HOMO-LUMO gap, the calculation gives 9.78 eV. The value obtained for the HOMO energy is -8.8 eV.

CARTESIAN COORDINATES (ANGSTROEM)
O: 1.011 1.540 0.127
O: -0.998 -1.028 -0.781
C: 1.275 -1.148 -0.489
C: -0.750 -0.061 1.435
C: -0.424 1.689 -0.126
C: -0.592 0.153 -0.058
C: 0.143 -1.775 -0.885
C: 0.832 0.261 -0.581
H: -0.549 2.141 -1.173
H: 0.013 -2.730 -1.370
H: 2.309 -1.509 -0.448
H: -0.864 2.373 0.607
H: -1.691 0.262 1.866
H: 0.079 0.446 1.914
H: -0.571 -1.134 1.649
H: 0.777 0.519 -1.687

---

Computed energies relative to the best structure, in eV: one) 1.762; two) 1.086; three) 0.000

---

one) Here is a single C6H8O2 molecule from the OMol25 dataset. Energies are from ωB97M-V/def2-TZVPD.

The calculation puts the molar mass at 112.1 g mol⁻¹. The total charge is 0. For the HOMO-LUMO gap, the calculation gives 9.82 eV. The value obtained for the HOMO energy is -9.5 eV. As for the SMILES: C=CC(C=C)C(=O)O.

CARTESIAN COORDINATES (ANGSTROEM)
O: -0.759 1.120 -2.566
O: -1.266 1.331 -0.289
C: 1.619 0.403 0.087
C: -1.628 -1.133 0.269
C: -0.478 0.996 -1.363
C: 1.205 0.452 1.518
C: -0.304 -1.237 -0.205
C: 0.559 -0.097 -1.025
H: 1.863 0.913 2.485
H: 2.522 1.110 -0.074
H: -2.179 -0.183 -0.276
H: 0.133 -2.329 -0.237
H: -0.793 1.133 0.634
H: 0.233 -0.055 1.858
H: 1.253 -0.461 -1.892
H: -1.980 -1.964 1.076

---

two) Here is a molecular structure, C6H8O2 from the OMol25 dataset. Energies are from ωB97M-V/def2-TZVPD.

The calculation puts the molar mass at 112.1 g mol⁻¹. The total charge is 0. For the HOMO-LUMO gap, the calculation gives 9.30 eV. The value obtained for the HOMO energy is -8.4 eV.

CARTESIAN COORDINATES (ANGSTROEM)
O: 0.918 1.349 0.942
O: 1.125 -1.473 -0.097
C: -1.074 -0.293 -0.011
C: 0.211 -0.481 -0.527
C: 0.105 0.361 0.792
C: 2.044 0.810 0.608
C: 2.234 -0.579 0.276
C: -2.472 0.046 -0.868
H: -2.354 0.530 -2.019
H: -3.215 -1.025 -0.989
H: 3.088 -0.937 -0.152
H: -3.308 0.760 -0.348
H: 0.808 0.348 -1.079
H: -1.281 -0.857 0.883
H: 0.291 -0.099 1.809
H: 2.880 1.539 0.780

---

Computed energies relative to the best structure, in eV: one) 0.000; two) 3.049

---

one) Here is a single C6H8O2 molecule from the OMol25 dataset. Energies are from ωB97M-V/def2-TZVPD.

The calculation puts the molar mass at 112.1 g mol⁻¹. The total charge is 0. For the HOMO-LUMO gap, the calculation gives 9.32 eV. The value obtained for the HOMO energy is -8.4 eV. As for the SMILES: C[C@]12C[C@@H]1OC=CO2.

CARTESIAN COORDINATES (ANGSTROEM)
O: -1.328 0.898 0.625
O: 0.077 -1.509 -0.303
C: 1.598 0.204 0.496
C: 0.350 0.983 -1.518
C: 0.492 -0.127 -0.482
C: -0.990 -1.472 0.620
C: -0.734 0.628 -0.613
C: -1.516 -0.374 1.156
H: -1.419 0.083 -1.221
H: 0.077 0.919 -2.570
H: -1.173 -2.507 0.933
H: 2.525 -0.333 0.216
H: 1.374 -0.098 1.495
H: -2.162 -0.391 2.011
H: 1.791 1.276 0.469
H: 1.038 1.819 -1.314

---

two) Here is a single C6H8O2 molecule from the OMol25 dataset. Energies are from ωB97M-V/def2-TZVPD.

The calculation puts the molar mass at 112.1 g mol⁻¹. The total charge is 0. For the HOMO-LUMO gap, the calculation gives 9.94 eV. The value obtained for the HOMO energy is -9.0 eV. As for the SMILES: C1[C@@H]2O[C@@H]3C[C@H]3O[C@@H]12.

CARTESIAN COORDINATES (ANGSTROEM)
O: 0.138 -1.437 0.158
O: -0.161 1.560 -0.404
C: -2.453 -0.137 0.027
C: -1.067 -0.668 -0.334
C: 1.134 -0.652 -0.398
C: 2.472 0.082 0.132
C: -1.111 0.692 0.290
C: 0.995 0.723 0.099
H: -3.349 0.208 -0.689
H: -0.998 -0.314 -1.392
H: 1.273 -0.717 -1.438
H: 0.646 0.455 1.139
H: 3.141 -0.001 -0.650
H: 3.061 0.243 1.041
H: -0.782 0.439 1.407
H: -2.937 -0.476 1.011

---

Computed energies relative to the best structure, in eV: one) 0.000; two) 4.547

---

one) Here is 2 unconnected molecules or ions with the total composition C3H3O3 from the OMol25 dataset. Energies are from ωB97M-V/def2-TZVPD.

The calculation puts the molar mass at 87.1 g mol⁻¹. The total charge is -1. For the HOMO-LUMO gap, the calculation gives 4.83 eV. The value obtained for the HOMO energy is -1.5 eV.

CARTESIAN COORDINATES (ANGSTROEM)
O: 2.712 0.888 1.342
O: -2.162 1.519 0.574
O: 2.424 -0.915 -0.041
C: -1.095 -0.320 -0.523
C: 2.542 0.022 0.621
C: -0.991 1.045 0.215
H: -0.544 -0.237 -1.501
H: -0.700 -1.220 0.133
H: -2.186 -0.781 -0.820

---

two) Here is 2 unconnected molecules or ions with the total composition C3H3O3 from the OMol25 dataset. Energies are from ωB97M-V/def2-TZVPD.

The calculation puts the molar mass at 87.1 g mol⁻¹. The total charge is -1. For the HOMO-LUMO gap, the calculation gives 7.20 eV. The value obtained for the HOMO energy is -3.1 eV.

CARTESIAN COORDINATES (ANGSTROEM)
O: 0.310 -2.286 -1.950
O: -0.914 -2.525 0.018
O: 0.607 2.204 0.935
C: -0.428 0.234 -0.063
C: 0.659 0.905 0.287
C: -0.252 -2.116 -0.891
H: -1.390 0.737 0.285
H: -0.308 2.352 0.955
H: 1.718 0.495 0.425

---

three) Here is 2 unconnected molecules or ions with the total composition C3H3O3 from the OMol25 dataset. Energies are from ωB97M-V/def2-TZVPD.

The calculation puts the molar mass at 87.1 g mol⁻¹. The total charge is -1. For the HOMO-LUMO gap, the calculation gives 6.77 eV. The value obtained for the HOMO energy is -3.0 eV.

CARTESIAN COORDINATES (ANGSTROEM)
O: -3.019 -1.066 -0.173
O: 2.652 -0.107 -0.011
O: -2.834 0.932 0.805
C: 0.143 0.074 -0.464
C: 1.194 -0.410 0.221
C: -2.665 -0.070 0.289
H: 0.612 0.950 -1.158
H: 1.244 -0.914 1.175
H: 2.673 0.610 -0.684

---

Computed energies relative to the best structure, in eV: one) 0.000; two) 0.178; three) 0.503

---

one) Here is a single C3H4N4O molecule from the OMol25 dataset. Energies are from ωB97M-V/def2-TZVPD.

The calculation puts the molar mass at 112.1 g mol⁻¹. The total charge is 0. For the HOMO-LUMO gap, the calculation gives 9.29 eV. The value obtained for the HOMO energy is -9.6 eV. As for the SMILES: [H]/N=C(/N)c1cnno1.

CARTESIAN COORDINATES (ANGSTROEM)
O: -0.022 1.507 0.586
N: 2.040 -0.239 0.172
N: 0.565 -1.892 0.114
N: -1.822 1.881 -0.395
N: -0.858 2.433 0.194
C: 0.854 -0.433 -0.019
C: -1.534 0.414 -0.681
C: -0.298 0.289 -0.057
H: 2.283 0.759 0.202
H: -2.211 -0.210 -1.168
H: 1.242 -2.582 0.161
H: -0.240 -1.927 0.890

---

two) Here is a single C3H4N4O molecule from the OMol25 dataset. Energies are from ωB97M-V/def2-TZVPD.

The calculation puts the molar mass at 112.1 g mol⁻¹. The total charge is 0. For the HOMO-LUMO gap, the calculation gives 9.23 eV. The value obtained for the HOMO energy is -10.0 eV. As for the SMILES: [H]/N=C1C=N/C(=N\[H])N/1O.

CARTESIAN COORDINATES (ANGSTROEM)
O: 0.451 -1.851 -0.013
N: 0.179 1.673 -0.395
N: -1.460 -0.727 1.712
N: 1.045 0.192 -2.007
N: 0.482 -0.429 0.261
C: -0.743 -0.080 0.934
C: -0.630 1.384 0.609
C: 0.602 0.432 -0.900
H: 1.208 0.962 -2.715
H: -1.407 -1.733 1.775
H: 0.780 -1.970 -0.859
H: -1.287 2.183 1.057

---

three) Here is a single C3H4N4O molecule from the OMol25 dataset. Energies are from ωB97M-V/def2-TZVPD.

The calculation puts the molar mass at 112.1 g mol⁻¹. The total charge is 0. For the HOMO-LUMO gap, the calculation gives 8.05 eV. The value obtained for the HOMO energy is -8.7 eV. As for the SMILES: Nc1cn[nH]c1N=O.

CARTESIAN COORDINATES (ANGSTROEM)
O: 2.265 1.362 1.274
N: -0.713 -1.510 1.026
N: 0.586 1.126 -0.946
N: 1.456 0.432 1.304
N: -0.443 0.817 -1.689
C: 0.661 0.340 0.167
C: -0.444 -0.543 0.074
C: -1.068 -0.217 -1.155
H: -1.682 -1.754 1.316
H: -1.806 -0.550 -1.827
H: 1.196 1.905 -1.278
H: -0.006 -1.410 1.733

---

four) Here is a single C3H4N4O molecule from the OMol25 dataset. Energies are from ωB97M-V/def2-TZVPD.

The calculation puts the molar mass at 112.1 g mol⁻¹. The total charge is 0. For the HOMO-LUMO gap, the calculation gives 9.19 eV. The value obtained for the HOMO energy is -9.1 eV. As for the SMILES: [H]/N=c1\cnn(O)cn1.

CARTESIAN COORDINATES (ANGSTROEM)
O: 2.770 -0.022 -0.195
N: -2.633 0.084 -0.244
N: 1.344 0.255 -0.171
N: 0.760 -1.028 -0.122
N: -0.773 1.404 -0.023
C: -1.422 0.018 -0.025
C: 0.591 1.343 -0.148
C: -0.477 -1.002 -0.059
H: 3.000 -0.504 0.580
H: -3.209 -0.810 0.100
H: 1.088 2.321 0.229
H: -1.039 -2.059 0.080

---

Computed energies relative to the best structure, in eV: one) 1.158; two) 0.135; three) 0.000; four) 2.338